A | ORCA calculation (ωB97M-V/def2-TZVPD) on 10 unconnected molecules or ions with the total composition C4H26NO11.

Values from the calculation:
Net charge = -1
2S+1 = 1
Gap between HOMO and LUMO = 8.16 eV
HOMO = -5.51 eV

Structure (XYZ):
```
42
Properties=species:S:1:pos:R:3:nbo_charge:R:1
C 0.97 0.65 -1.01 0.460
N 0.07 0.46 -0.10 -0.732
C -2.10 0.68 -1.39 -0.627
C -1.24 1.09 -0.18 -0.109
C -1.99 0.82 1.13 -0.056
O -2.44 -0.52 1.33 -0.804
O 0.87 1.28 -2.12 -0.816
H 1.96 0.20 -0.82 0.095
H -1.77 -1.04 1.86 0.512
H -3.03 1.27 -1.36 0.192
H -2.39 -0.37 -1.35 0.202
H -1.57 0.84 -2.32 0.224
H -1.13 2.19 -0.28 0.190
H -2.90 1.42 1.13 0.160
H -1.38 1.09 1.98 0.175
H 0.06 2.77 -2.13 0.502
H -1.06 3.56 -2.78 0.452
O -0.37 3.66 -2.13 -1.000
H -1.18 -3.02 2.02 0.473
H 0.16 -2.33 2.22 0.511
O -0.78 -2.32 2.55 -0.984
H 0.62 -2.56 -3.32 0.491
H -0.42 -3.34 -2.49 0.502
O 0.37 -3.47 -3.05 -0.960
H 2.16 2.79 -0.50 0.489
H 2.00 3.54 0.79 0.497
O 2.57 2.88 0.37 -0.977
H 1.38 -3.82 -1.66 0.507
H 0.77 -4.55 -0.45 0.475
O 1.57 -4.10 -0.73 -0.976
H -2.16 -1.95 0.02 0.502
H -0.66 -1.84 -0.18 0.497
O -1.40 -2.45 -0.32 -1.020
H 0.57 2.89 2.18 0.501
H -0.35 3.64 1.19 0.470
O 0.28 3.79 1.92 -0.998
H 2.00 1.66 1.65 0.499
H 0.74 0.72 1.69 0.504
O 1.32 1.28 2.25 -1.021
H 1.64 -3.01 0.59 0.504
H 1.73 -1.49 1.00 0.489
O 1.68 -2.38 1.37 -0.995
```

=====

B | ORCA calculation (ωB97M-V/def2-TZVPD) on 10 unconnected molecules or ions with the total composition C4H26NO11.

Values from the calculation:
Net charge = -1
2S+1 = 1
Gap between HOMO and LUMO = 7.86 eV
HOMO = -5.61 eV

Structure (XYZ):
```
42
Properties=species:S:1:pos:R:3:nbo_charge:R:1
O -1.95 1.88 -1.65 -0.666
C -1.40 1.15 -0.88 0.703
N -1.61 -0.18 -1.14 -0.692
C -0.81 -1.16 -0.47 0.114
O 0.49 -0.84 -0.74 -0.929
C -0.50 1.63 0.25 -0.540
C -0.63 3.02 0.85 -0.603
H -2.39 -0.47 -1.83 0.437
H -1.26 -2.18 -0.76 0.093
H -0.86 -1.16 0.72 0.139
H -0.94 0.90 1.05 0.224
H 0.50 1.26 0.32 0.268
H -1.75 3.06 1.42 0.183
H -0.55 3.86 0.14 0.216
H 0.03 3.32 1.77 0.225
H 1.49 -1.32 0.29 0.498
H 1.52 -2.50 1.15 0.462
O 1.93 -1.69 1.06 -1.020
H 4.28 0.62 -0.09 0.468
H 3.25 -0.51 0.25 0.506
O 4.14 -0.16 0.51 -0.972
H -1.09 -0.53 -3.34 0.509
H -2.30 -0.04 -4.05 0.461
O -1.96 -0.80 -3.77 -0.967
H -2.30 -1.85 3.19 0.473
H -2.20 -0.28 3.48 0.474
O -2.07 -0.97 2.76 -0.942
H 0.88 1.47 -3.87 0.488
H -0.23 2.23 -3.26 0.474
O 0.28 2.15 -4.09 -0.983
H 4.01 0.10 2.43 0.499
H 2.67 -0.76 2.69 0.506
O 3.36 -0.12 3.11 -1.020
H 0.09 0.54 3.97 0.455
H 1.52 0.89 3.64 0.501
O 0.80 1.05 4.33 -0.963
H -2.59 -2.99 -0.93 0.475
H -2.26 -3.57 0.51 0.469
O -2.85 -3.72 -0.30 -0.948
H 0.79 -0.43 -2.13 0.508
H 1.47 -0.74 -3.53 0.455
O 0.99 -0.15 -3.09 -1.039
```

=====

The data favor A; the next most stable structure lies 0.1253 hartree above it.

=====

A | ORCA calculation (ωB97M-V/def2-TZVPD) on a gas-phase ion, C9H9N3 (charge +2).

Values from the calculation:
Net charge = +2
2S+1 = 1
Gap between HOMO and LUMO (spin up / spin down) = 7.16 / 7.17 eV
HOMO (spin up / spin down) = -16.80 / -16.80 eV

Structure (XYZ):
```
21
Properties=species:S:1:pos:R:3:nbo_charge:R:1
C -2.83 1.26 0.04 -0.057
C -3.17 -0.09 0.09 -0.189
C -1.49 1.64 -0.06 -0.158
C -2.18 -1.06 0.04 0.112
C -0.53 0.64 -0.08 0.090
C 3.42 0.38 0.08 0.080
C 2.69 -0.81 0.05 -0.068
C 0.87 0.60 -0.22 0.424
C 0.27 -1.56 -0.07 -0.045
N -0.90 -0.69 -0.02 -0.244
N 2.75 1.48 0.11 -0.393
N 1.37 -0.61 -0.09 -0.275
H -3.60 2.02 0.07 0.280
H -4.21 -0.39 0.16 0.287
H -1.20 2.68 -0.11 0.282
H -2.41 -2.12 0.06 0.269
H 4.51 0.38 0.10 0.298
H 3.11 -1.80 0.09 0.278
H 0.26 -2.19 -0.97 0.284
H 0.32 -2.21 0.82 0.281
H 2.96 2.45 -0.11 0.466
```

=====

B | ORCA calculation (ωB97M-V/def2-TZVPD) on a gas-phase ion, C9H9N3 (charge +2).

Values from the calculation:
Net charge = +2
2S+1 = 1
Gap between HOMO and LUMO (spin up / spin down) = 7.83 / 7.83 eV
HOMO (spin up / spin down) = -18.46 / -18.46 eV

Structure (XYZ):
```
21
Properties=species:S:1:pos:R:3:nbo_charge:R:1
C -0.77 2.03 -0.62 0.225
C 2.40 0.67 0.33 -0.087
C 1.58 -0.31 0.72 -0.274
C 1.76 1.91 -0.28 -0.154
C -2.01 0.25 0.85 0.011
C -1.90 -0.76 -0.08 0.154
C 0.51 1.94 -0.48 0.117
C 0.13 -0.30 0.67 0.445
C -0.13 -2.10 -1.16 -0.439
N -1.94 1.76 -0.44 -0.146
N -0.76 0.32 1.42 -0.455
N -0.62 -1.10 -0.21 -0.265
H 3.50 0.65 0.21 0.300
H 2.13 -1.24 1.11 0.319
H 2.27 2.85 -0.49 0.332
H -2.94 0.65 1.42 0.348
H -2.64 -1.19 -0.77 0.300
H 0.11 -3.04 -0.61 0.270
H -0.98 -2.36 -1.94 0.278
H 0.75 -1.72 -1.64 0.253
H -0.44 1.08 2.00 0.469
```

=====

The data favor A; the next most stable structure lies 0.0683 hartree above it.

=====

A | ORCA calculation (ωB97M-V/def2-TZVPD) on 2 unconnected molecules or ions with the total composition CH2N2OS.

Values from the calculation:
2S+1 = 1
Gap between HOMO and LUMO = 9.69 eV
HOMO = -10.24 eV

Structure (XYZ):
```
7
Properties=species:S:1:pos:R:3:nbo_charge:R:1
C 0.83 -0.56 1.39 0.275
N -0.30 0.29 -0.85 -0.966
N 0.40 -1.62 1.59 -0.746
O -0.24 2.58 -1.62 -0.883
S 0.35 1.64 -0.64 1.469
H -0.11 -2.53 1.79 0.463
H -0.92 0.20 -1.66 0.389
```

=====

B | ORCA calculation (ωB97M-V/def2-TZVPD) on 2 unconnected molecules or ions with the total composition CH2N2OS.

Values from the calculation:
SMILES = N=C=O.N=S
2S+1 = 1
Gap between HOMO and LUMO = 7.54 eV
HOMO = -8.39 eV

Structure (XYZ):
```
7
Properties=species:S:1:pos:R:3:nbo_charge:R:1
C -0.84 0.94 -1.86 0.860
N -0.15 1.54 -1.11 -0.724
N -0.28 -0.57 0.25 -0.840
O -1.70 0.37 -2.42 -0.523
S -1.03 -1.51 -0.65 0.449
H -0.80 -0.10 0.98 0.346
H 0.60 1.31 -0.58 0.433
```

=====

The data favor B; the next most stable structure lies 0.0124 hartree above it.

=====

A | ORCA calculation (ωB97M-V/def2-TZVPD) on a molecular structure, C3H6ClN3.

Values from the calculation:
2S+1 = 1
Gap between HOMO and LUMO = 10.37 eV
HOMO = -9.46 eV

Structure (XYZ):
```
13
Properties=species:S:1:pos:R:3:nbo_charge:R:1
C 0.60 0.43 -0.36 -0.013
C -1.06 -0.74 -0.34 -0.106
C 1.80 -0.17 0.43 -0.634
N 0.04 1.59 0.14 -0.236
N -1.09 1.48 0.59 0.072
N -1.65 0.24 0.39 -0.507
Cl -1.87 -0.88 -1.92 -0.093
H 0.71 0.54 -1.55 0.230
H -0.96 -1.77 0.02 0.213
H 1.37 -0.41 1.37 0.216
H 2.59 0.58 0.47 0.231
H 2.20 -1.04 0.00 0.225
H -2.67 0.17 0.74 0.404
```

=====

B | ORCA calculation (ωB97M-V/def2-TZVPD) on a single C3H6ClN3 molecule.

Values from the calculation:
2S+1 = 1
Gap between HOMO and LUMO (spin up / spin down) = 8.44 / 8.44 eV
HOMO (spin up / spin down) = -8.02 / -8.02 eV

Structure (XYZ):
```
13
Properties=species:S:1:pos:R:3:nbo_charge:R:1
C -0.71 0.19 0.93 0.021
C 1.32 -0.36 -0.35 -0.177
C -1.51 -0.70 0.03 -0.665
N -0.41 1.44 0.63 -0.205
N 0.39 1.84 -0.21 0.024
N 1.25 0.93 -0.78 -0.436
Cl 2.88 -0.90 0.21 -0.033
H -0.87 0.02 1.99 0.204
H 0.76 -1.13 -0.86 0.194
H -2.57 -0.62 0.31 0.224
H -1.21 -1.74 0.14 0.230
H -1.42 -0.39 -1.01 0.220
H 2.10 1.42 -1.01 0.397
```

=====

The data favor A; the next most stable structure lies 0.0235 hartree above it.

=====

A | ORCA calculation (ωB97M-V/def2-TZVPD) on 2 unconnected molecules or ions with the total composition CH3BrFOP.

Values from the calculation:
2S+1 = 1
Gap between HOMO and LUMO (spin up / spin down) = 8.02 / 4.72 eV
HOMO (spin up / spin down) = -9.69 / -8.05 eV

Structure (XYZ):
```
8
Properties=species:S:1:pos:R:3:nbo_charge:R:1
C 0.25 -0.17 0.05 -0.281
O 0.61 -1.47 0.34 -0.769
F 1.63 -3.54 0.58 -0.566
P 1.48 -2.45 -0.58 1.396
Br 3.50 0.92 -0.11 -0.405
H 0.87 0.60 0.60 0.234
H -0.64 0.11 0.58 0.202
H 0.10 0.12 -0.89 0.189
```

=====

B | ORCA calculation (ωB97M-V/def2-TZVPD) on 2 unconnected molecules or ions with the total composition CH3BrFOP.

Values from the calculation:
2S+1 = 1
Gap between HOMO and LUMO (spin up / spin down) = 10.76 / 3.93 eV
HOMO (spin up / spin down) = -11.43 / -7.85 eV

Structure (XYZ):
```
8
Properties=species:S:1:pos:R:3:nbo_charge:R:1
C -0.52 0.30 0.22 -0.270
O 0.26 -0.83 0.52 -0.794
F 1.50 -2.84 0.42 -0.588
P 0.61 -1.88 -0.64 1.133
Br 0.33 3.31 -1.11 -0.073
H -0.61 0.98 1.13 0.215
H -1.50 -0.14 -0.09 0.199
H -0.07 1.10 -0.44 0.179
```

=====

The data favor A; the next most stable structure lies 0.0114 hartree above it.

=====

A | ORCA calculation (ωB97M-V/def2-TZVPD) on a single C9H8N2O2 molecule.

Values from the calculation:
SMILES = OCC#Cc1nccn1C#CCO
2S+1 = 1
Gap between HOMO and LUMO = 8.53 eV
HOMO = -8.48 eV

Structure (XYZ):
```
21
Properties=species:S:1:pos:R:3:nbo_charge:R:1
C 0.71 -2.34 -1.64 -0.155
C 1.27 -1.33 -0.68 0.013
C 1.79 -0.38 -0.07 -0.020
C 1.81 0.71 0.75 0.237
C 2.38 2.10 2.25 -0.090
C 1.11 2.46 1.83 -0.076
C -0.59 1.38 0.34 0.150
C -1.76 0.90 0.13 -0.002
C -2.87 0.20 -0.45 -0.137
H -0.82 -3.13 -0.51 0.482
H 1.24 -3.34 -1.86 0.224
H 0.52 -1.90 -2.71 0.227
H 2.90 2.52 3.13 0.218
H 0.66 3.46 2.07 0.236
H -3.17 -0.73 0.22 0.186
H -3.78 0.86 -0.67 0.218
H -1.81 -1.10 -1.55 0.507
N 2.85 1.02 1.55 -0.382
N 0.72 1.59 0.84 -0.364
O -0.72 -2.60 -1.32 -0.745
O -2.44 -0.33 -1.64 -0.729
```

=====

B | ORCA calculation (ωB97M-V/def2-TZVPD) on 2 unconnected molecules or ions with the total composition C9H8N2O2.

Values from the calculation:
2S+1 = 1
Gap between HOMO and LUMO (spin up / spin down) = 6.47 / 5.20 eV
HOMO (spin up / spin down) = -8.31 / -7.95 eV

Structure (XYZ):
```
21
Properties=species:S:1:pos:R:3:nbo_charge:R:1
C -0.35 0.03 0.55 -0.249
C -1.32 -0.02 -0.18 -0.062
C 3.32 -0.91 2.25 -0.202
C 2.36 -1.84 2.20 -0.215
C 3.00 0.43 1.78 -0.207
C 1.14 -1.60 1.67 -0.180
C 1.74 0.73 1.26 -0.187
C 0.84 -0.34 1.18 -0.117
C -3.25 0.95 -2.13 0.233
N -2.80 2.09 -2.55 -0.731
N -2.89 -0.20 -2.92 0.425
O -3.40 -1.28 -2.55 -0.325
O -1.98 -0.03 -3.78 -0.405
H 4.24 -1.19 2.72 0.210
H 2.68 -2.81 2.33 0.204
H 3.60 1.19 2.26 0.210
H 0.54 -2.46 1.42 0.221
H 1.30 1.74 1.10 0.225
H -4.09 0.73 -1.42 0.261
H -2.04 1.90 -3.30 0.449
H -2.64 2.90 -1.88 0.440
```

=====

The data favor A; the next most stable structure lies 0.1360 hartree above it.